Entry from OMol25: 8 unconnected molecules or ions with the total composition C48H120N8 (ωB97M-V with the def2-TZVPD basis set).

Bonds (Å) are listed after each position.
Geometry (Å):
1 C -2.44888 -1.50317 4.14809  C2 1.536, H8 1.091, H9 1.090, H10 1.096
2 C -1.80471 -2.89604 4.09143  C1 1.536, N3 1.463, H11 1.101, H12 1.083
3 N -1.13619 -3.05806 2.79967  C2 1.463, C4 1.475, C6 1.457
4 C -0.96697 -4.44899 2.33803  N3 1.475, C5 1.528, H13 1.097, H14 1.094
5 C -2.26673 -5.25228 2.30106  C4 1.528, H15 1.091, H16 1.092, H17 1.091
6 C 0.10991 -2.32759 2.61124  N3 1.457, C7 1.538, H18 1.097, H19 1.088
7 C 1.30132 -2.83670 3.44050  C6 1.538, H20 1.090, H21 1.090, H22 1.095
8 H -1.70076 -0.71171 4.08517  C1 1.091
9 H -3.12263 -1.32861 4.98659  C1 1.090
10 H -3.04883 -1.29395 3.25504  C1 1.096
11 H -1.04586 -2.90515 4.88970  C2 1.101
12 H -2.43141 -3.74434 4.33719  C2 1.083
13 H -0.69750 -4.32788 1.28186  C4 1.097
14 H -0.14960 -4.98359 2.83023  C4 1.094
15 H -3.05710 -4.74990 1.74052  C5 1.091
16 H -2.15854 -6.22306 1.81271  C5 1.092
17 H -2.60871 -5.46093 3.31628  C5 1.091
18 H -0.11245 -1.36264 3.08221  C6 1.097
19 H 0.34051 -2.16450 1.56070  C6 1.088
20 H 1.03645 -3.14026 4.45310  C7 1.090
21 H 2.13863 -2.14162 3.50814  C7 1.090
22 H 1.69998 -3.73134 2.94983  C7 1.095
23 C 4.14119 0.90312 -1.63424  C24 1.522, H30 1.096, H31 1.093, H32 1.086
24 C 5.59977 0.73429 -1.23471  C23 1.522, N25 1.453, H33 1.100, H34 1.091
25 N 5.83723 -0.61592 -0.75446  C24 1.453, C26 1.450, C28 1.451
26 C 6.96450 -0.78480 0.14236  N25 1.450, C27 1.531, H35 1.093, H36 1.100
27 C 6.86415 0.04474 1.42472  C26 1.531, H37 1.096, H38 1.095, H39 1.086
28 C 5.76100 -1.63671 -1.78263  N25 1.451, C29 1.527, H40 1.098, H41 1.096
29 C 6.72411 -1.74333 -2.96311  C28 1.527, H42 1.084, H43 1.096, H44 1.094
30 H 4.04622 0.41011 -2.60854  C23 1.096
31 H 3.90137 1.93826 -1.89178  C23 1.093
32 H 3.43831 0.48092 -0.92141  C23 1.086
33 H 6.20053 1.00337 -2.11546  C24 1.100
34 H 5.81253 1.43475 -0.42582  C24 1.091
35 H 6.96087 -1.83513 0.44539  C26 1.093
36 H 7.94920 -0.57549 -0.30157  C26 1.100
37 H 7.10199 1.09384 1.21483  C27 1.096
38 H 5.83743 0.17261 1.78259  C27 1.095
39 H 7.50020 -0.31303 2.22930  C27 1.086
40 H 4.72964 -1.58863 -2.15652  C28 1.098
41 H 5.68058 -2.60233 -1.27055  C28 1.096
42 H 6.30478 -2.37123 -3.74021  C29 1.084
43 H 7.67738 -2.09731 -2.55304  C29 1.096
44 H 7.06183 -0.77366 -3.34178  C29 1.094
45 C -6.83266 3.00119 -0.54579  C46 1.549, H52 1.092, H53 1.094, H54 1.090
46 C -5.96387 3.52674 -1.71507  C45 1.549, N47 1.476, H55 1.090, H56 1.096
47 N -4.56120 3.50431 -1.25539  C46 1.476, C48 1.462, C50 1.471
48 C -4.22908 4.80679 -0.67926  N47 1.462, C49 1.533, H57 1.094, H58 1.092
49 C -2.81552 4.79817 -0.08532  C48 1.533, H59 1.097, H60 1.094, H61 1.086
50 C -3.72408 3.19124 -2.42425  N47 1.471, C51 1.536, H62 1.093, H63 1.101
51 C -3.82497 1.70172 -2.78557  C50 1.536, H64 1.086, H65 1.095, H66 1.094
52 H -6.73933 1.91801 -0.44224  C45 1.092
53 H -7.89509 3.21670 -0.68978  C45 1.094
54 H -6.47199 3.38593 0.40780  C45 1.090
55 H -6.24542 2.83921 -2.51306  C46 1.090
56 H -6.27454 4.52688 -2.03945  C46 1.096
57 H -4.41408 5.61959 -1.38830  C48 1.094
58 H -4.80189 4.88970 0.24708  C48 1.092
59 H -2.00989 4.99076 -0.80501  C49 1.097
60 H -2.69387 5.65392 0.58476  C49 1.094
61 H -2.50201 3.89193 0.42364  C49 1.086
62 H -2.68507 3.42138 -2.17680  C50 1.093
63 H -4.01448 3.85028 -3.25754  C50 1.101
64 H -3.84186 1.39551 -3.82748  C51 1.086
65 H -4.73253 1.34555 -2.28717  C51 1.095
66 H -3.08025 1.12000 -2.23489  C51 1.094
67 C -6.79540 -3.79084 0.93396  C68 1.518, H74 1.093, H75 1.089, H76 1.092
68 C -5.72554 -2.94013 0.27256  C67 1.518, N69 1.461, H77 1.098, H78 1.093
69 N -4.61254 -3.72291 -0.25866  C68 1.461, C70 1.450, C72 1.456
70 C -4.96073 -4.64161 -1.32525  N69 1.450, C71 1.545, H79 1.104, H80 1.091
71 C -3.83387 -5.65149 -1.63659  C70 1.545, H81 1.087, H82 1.091, H83 1.087
72 C -3.44063 -2.91366 -0.55921  N69 1.456, C73 1.522, H84 1.095, H85 1.095
73 C -3.53301 -2.07139 -1.82401  C72 1.522, H86 1.096, H87 1.094, H88 1.091
74 H -7.49427 -3.12854 1.45170  C67 1.093
75 H -6.41644 -4.49257 1.67501  C67 1.089
76 H -7.39349 -4.33041 0.19689  C67 1.092
77 H -6.13231 -2.31170 -0.53090  C68 1.098
78 H -5.28551 -2.34886 1.07945  C68 1.093
79 H -5.22381 -4.13870 -2.27227  C70 1.104
80 H -5.91305 -5.13734 -1.13039  C70 1.091
81 H -4.21675 -6.44168 -2.27682  C71 1.087
82 H -3.53940 -6.06447 -0.67109  C71 1.091
83 H -3.00984 -5.10978 -2.09426  C71 1.087
84 H -3.19943 -2.25110 0.27882  C72 1.095
85 H -2.53589 -3.53080 -0.56549  C72 1.095
86 H -4.27215 -1.26396 -1.77414  C73 1.096
87 H -2.60861 -1.51791 -2.01123  C73 1.094
88 H -3.79321 -2.61117 -2.73526  C73 1.091
89 C 0.04083 -0.01360 -2.06736  C90 1.522, H96 1.090, H97 1.089, H98 1.090
90 C 0.54269 0.68893 -0.81418  C89 1.522, N91 1.455, H99 1.106, H100 1.097
91 N -0.52442 1.33883 -0.06854  C90 1.455, C92 1.466, C94 1.462
92 C -1.51418 0.38683 0.44327  N91 1.466, C93 1.524, H101 1.093, H102 1.100
93 C -2.81224 1.01945 0.93175  C92 1.524, H103 1.095, H104 1.091, H105 1.091
94 C -0.13775 2.24628 1.01124  N91 1.462, C95 1.517, H106 1.099, H107 1.089
95 C 0.94011 3.24861 0.64400  C94 1.517, H108 1.091, H109 1.091, H110 1.095
96 H -0.39701 -0.93330 -1.67877  C89 1.090
97 H 0.82807 -0.28689 -2.76851  C89 1.089
98 H -0.68007 0.60122 -2.60529  C89 1.090
99 H 1.19937 0.00528 -0.24413  C90 1.106
100 H 1.23114 1.52649 -0.97817  C90 1.097
101 H -1.79629 -0.21722 -0.42315  C92 1.093
102 H -1.02159 -0.36906 1.07266  C92 1.100
103 H -2.69241 1.62910 1.83371  C93 1.095
104 H -3.25028 1.74387 0.24348  C93 1.091
105 H -3.52656 0.23148 1.17373  C93 1.091
106 H 0.18383 1.69409 1.90485  C94 1.099
107 H -0.98470 2.87451 1.28364  C94 1.089
108 H 1.10532 3.95181 1.46200  C95 1.091
109 H 0.74497 3.83728 -0.25336  C95 1.091
110 H 1.88321 2.72972 0.44228  C95 1.095
111 C 1.06770 2.18501 -4.63429  C112 1.554, H118 1.090, H119 1.090, H120 1.087
112 C 1.03458 3.22547 -3.48017  C111 1.554, N113 1.465, H121 1.099, H122 1.089
113 N 1.10494 4.61072 -3.95235  C112 1.465, C114 1.461, C116 1.464
114 C -0.09715 4.97269 -4.69941  N113 1.461, C115 1.549, H123 1.088, H124 1.101
115 C 0.09154 6.33307 -5.41606  C114 1.549, H125 1.090, H126 1.088, H127 1.089
116 C 1.22328 5.46309 -2.76779  N113 1.464, C117 1.549, H128 1.101, H129 1.093
117 C 2.62716 5.48867 -2.11466  C116 1.549, H130 1.089, H131 1.090, H132 1.086
118 H 1.55883 2.60038 -5.51404  C111 1.090
119 H 0.01655 1.98042 -4.83981  C111 1.090
120 H 1.61661 1.30215 -4.31778  C111 1.087
121 H 0.09814 3.07239 -2.92533  C112 1.099
122 H 1.91694 2.98546 -2.88961  C112 1.089
123 H -0.32595 4.20826 -5.43913  C114 1.088
124 H -0.95305 5.02887 -4.00898  C114 1.101
125 H -0.36943 6.26516 -6.40121  C115 1.090
126 H -0.34590 7.17121 -4.87820  C115 1.088
127 H 1.15896 6.50269 -5.54962  C115 1.089
128 H 0.53340 5.23055 -1.94129  C116 1.101
129 H 0.92606 6.46723 -3.08129  C116 1.093
130 H 2.62119 6.28637 -1.37350  C117 1.089
131 H 3.37376 5.76292 -2.85998  C117 1.090
132 H 2.81851 4.50168 -1.70394  C117 1.086
133 C 4.00628 -4.97247 -0.42808  C134 1.528, H140 1.095, H141 1.089, H142 1.095
134 C 2.92419 -6.02622 -0.65666  C133 1.528, N135 1.455, H143 1.094, H144 1.094
135 N 2.32000 -5.98629 -1.97931  C134 1.455, C136 1.467, C138 1.450
136 C 3.21746 -6.52447 -3.00689  N135 1.467, C137 1.538, H145 1.098, H146 1.090
137 C 2.53605 -7.61621 -3.84950  C136 1.538, H147 1.090, H148 1.090, H149 1.091
138 C 1.73925 -4.73622 -2.42864  N135 1.450, C139 1.530, H150 1.093, H151 1.101
139 C 0.57035 -4.23220 -1.57898  C138 1.530, H152 1.093, H153 1.090, H154 1.090
140 H 4.44811 -4.95911 0.57365  C133 1.095
141 H 3.65182 -3.97332 -0.67662  C133 1.089
142 H 4.91337 -5.22750 -0.98666  C133 1.095
143 H 3.39366 -7.00436 -0.51312  C134 1.094
144 H 2.18786 -6.07950 0.15040  C134 1.094
145 H 3.58870 -5.73995 -3.67948  C136 1.098
146 H 4.10203 -6.95387 -2.53577  C136 1.090
147 H 1.94880 -8.18789 -3.13135  C137 1.090
148 H 1.88140 -7.23436 -4.63329  C137 1.090
149 H 3.28495 -8.23015 -4.35215  C137 1.091
150 H 1.32196 -4.90507 -3.42512  C138 1.093
151 H 2.49959 -3.95436 -2.58014  C138 1.101
152 H 0.15055 -3.35198 -2.07215  C139 1.093
153 H 0.87989 -3.94885 -0.57246  C139 1.090
154 H -0.22850 -4.97382 -1.56399  C139 1.090
155 C 1.55243 2.94593 7.65479  C156 1.549, H162 1.092, H163 1.091, H164 1.090
156 C 1.05578 4.11410 6.76789  C155 1.549, N157 1.441, H165 1.094, H166 1.091
157 N 1.14162 3.83242 5.35711  C156 1.441, C158 1.442, C160 1.470
158 C 0.27817 2.84591 4.75720  N157 1.442, C159 1.532, H167 1.105, H168 1.090
159 C -1.17551 2.76005 5.23278  C158 1.532, H169 1.089, H170 1.092, H171 1.088
160 C 2.50087 3.82109 4.79836  N157 1.470, C161 1.500, H172 1.103, H173 1.094
161 C 3.36115 5.02807 5.03077  C160 1.500, H174 1.091, H175 1.091, H176 1.091
162 H 1.49052 3.22610 8.70806  C155 1.092
163 H 2.60007 2.73092 7.44117  C155 1.091
164 H 0.96213 2.04817 7.47296  C155 1.090
165 H 0.03136 4.35241 7.06950  C156 1.094
166 H 1.59114 5.01798 7.06267  C156 1.091
167 H 0.73738 1.85472 4.92246  C158 1.105
168 H 0.25743 2.98132 3.67562  C158 1.090
169 H -1.63888 1.95434 4.66569  C159 1.089
170 H -1.68089 3.68697 4.95243  C159 1.092
171 H -1.25186 2.62249 6.30900  C159 1.088
172 H 2.97882 2.90976 5.19490  C160 1.103
173 H 2.32549 3.63429 3.73512  C160 1.094
174 H 3.52375 5.20417 6.09552  C161 1.091
175 H 4.35765 4.88626 4.61079  C161 1.091
176 H 2.92973 5.91191 4.55845  C161 1.091

Values from the calculation:
E_LUMO = 0.02131 hartree
HOMO-LUMO gap = 8.4 eV
Relative energy (zero: lowest compared OMol25 entry of this formula, charge and spin) = 136.8 kJ/mol
Structure (SMILES) = CCN(CC)CC.CCN(CC)CC.CCN(CC)CC.CCN(CC)CC.CCN(CC)CC.CCN(CC)CC.CCN(CC)CC.CCN(CC)CC
Highest occupied orbital energy = -7.83 eV
Maximum force = 0.052 Eh/bohr
2S+1 = 1
M = 809.5 g/mol